{"formula": "C33H21Cl5IN2PRh", "method": "wB97M-V/def2-TZVPD", "species": ["Rh", "I", "C", "C", "C", "C", "C", "C", "C", "C", "C", "C", "H", "H", "H", "H", "H", "H", "N", "P", "C", "C", "C", "C", "C", "C", "C", "C", "C", "C", "C", "C", "C", "C", "C", "C", "C", "N", "H", "H", "H", "H", "H", "H", "H", "H", "H", "H", "H", "H", "H", "H", "H", "Cl", "C", "C", "C", "Cl", "C", "Cl", "C", "Cl", "C", "Cl"], "xyz": [[0.4548, -1.1320, -0.2720], [-2.2907, -1.8687, -0.1826], [-2.1640, -1.9351, 1.9470], [-3.3131, -2.2139, 2.6455], [-3.2811, -2.2537, 4.0414], [-2.1135, -1.9774, 4.7004], [-0.9265, -1.6920, 3.9987], [0.2673, -1.4047, 4.6869], [1.4332, -1.1667, 4.0110], [1.4538, -1.2363, 2.6120], [0.3012, -1.4761, 1.8878], [-0.9239, -1.6930, 2.5707], [-4.2375, -2.4082, 2.1244], [-4.1797, -2.4952, 4.5851], [-2.0758, -1.9838, 5.7782], [0.2453, -1.3959, 5.7652], [2.3449, -0.9505, 4.5470], [2.4068, -1.0942, 2.1117], [1.3610, 2.0090, -0.4758], [-0.1169, 1.2032, -0.2498], [-1.1895, 1.8585, -1.5722], [-1.3260, 1.0517, -2.6955], [-2.1223, 1.4577, -3.7503], [-2.8158, 2.6526, -3.6633], [-2.6810, 3.4568, -2.5412], [-1.8507, 3.0797, -1.5011], [-0.6993, 2.0669, 1.2281], [0.1892, 2.7006, 2.0929], [-0.2978, 3.4913, 3.1172], [-1.6660, 3.6306, 3.2958], [-2.5510, 2.9256, 2.4899], [-2.0703, 2.1357, 1.4646], [2.3692, 1.4451, -1.2157], [3.4795, 2.2044, -1.6007], [4.4622, 1.6051, -2.3557], [4.3036, 0.2762, -2.7319], [3.1882, -0.4061, -2.2926], [2.2528, 0.1553, -1.5294], [1.3901, 3.0182, -0.3694], [-0.8076, 0.0975, -2.7212], [-2.2203, 0.8356, -4.6253], [-3.4611, 2.9642, -4.4680], [-3.2253, 4.3857, -2.4740], [-1.7365, 3.7182, -0.6386], [1.2554, 2.5804, 1.9608], [0.3921, 4.0192, 3.7609], [-2.0448, 4.2804, 4.0694], [-3.6168, 3.0141, 2.6422], [-2.7462, 1.5889, 0.8199], [3.5483, 3.2378, -1.3049], [5.3319, 2.1680, -2.6615], [5.0363, -0.2157, -3.3504], [3.0231, -1.4343, -2.5754], [-1.5323, -2.4076, -3.4005], [-0.0072, -3.0889, -2.9829], [0.6701, -2.6619, -1.8465], [1.8574, -3.3187, -1.5424], [2.6328, -2.8078, -0.0855], [2.4136, -4.3106, -2.3332], [3.9054, -5.0371, -1.8992], [1.7335, -4.6910, -3.4952], [2.3965, -5.9035, -4.5074], [0.5161, -4.0859, -3.8144], [-0.3252, -4.5679, -5.2290]], "atomic_forces_ev_per_a": [[-1.08, -0.48, -1.07], [1.45, 0.17, 0.71], [-0.66, -0.05, -0.17], [0.37, 0.08, -0.77], [0.34, 0.13, 0.48], [-0.39, -0.12, -0.09], [0.13, -0.02, -0.32], [0.35, 0.08, -0.02], [-0.33, -0.40, 0.36], [-0.31, -0.04, -0.82], [0.36, 1.68, -1.07], [0.12, 0.04, -0.28], [-0.10, -0.03, -0.06], [-0.10, 0.00, 0.08], [-0.03, -0.03, 0.15], [0.01, 0.07, 0.15], [0.08, -0.01, 0.05], [-0.14, 0.21, -0.05], [0.00, 0.04, 0.08], [0.28, -0.10, 1.39], [0.18, -0.89, 0.21], [0.14, -0.14, 0.06], [-0.06, -0.05, -0.07], [0.05, 0.01, 0.05], [0.07, 0.13, 0.00], [0.01, -0.03, 0.07], [-0.01, -0.15, -0.10], [-0.01, -0.09, -0.15], [-0.07, 0.11, 0.13], [-0.01, -0.07, 0.00], [-0.07, 0.05, 0.12], [0.15, -0.08, -0.07], [0.36, 0.14, -0.05], [0.02, -0.15, -0.07], [-0.25, 0.03, 0.10], [-0.05, -0.19, 0.00], [0.49, 0.04, -0.36], [-1.06, -0.46, 0.55], [-0.04, -0.24, -0.03], [-0.08, 0.10, -0.13], [-0.01, -0.10, -0.12], [-0.09, 0.03, -0.12], [-0.03, 0.12, -0.02], [-0.05, 0.06, 0.08], [0.04, 0.06, -0.02], [0.00, -0.02, 0.05], [-0.04, 0.03, 0.09], [-0.05, -0.01, 0.06], [-0.14, 0.08, -0.03], [0.01, 0.16, 0.04], [0.04, 0.02, -0.02], [0.02, -0.10, -0.04], [0.02, -0.08, 0.02], [-0.26, 0.21, -0.11], [0.26, 0.07, 0.26], [0.38, 0.22, 0.91], [-0.48, -0.01, -0.53], [0.18, 0.03, 0.38], [0.02, -0.10, -0.12], [-0.03, 0.00, -0.01], [0.05, 0.04, 0.13], [-0.03, 0.04, 0.02], [0.09, 0.00, 0.06], [0.02, -0.01, 0.01]], "total_charge": 1, "mol_weight_g_mol": 883.59, "lumo_energy_ev": [-4.215, -4.229], "homo_lumo_gap_ev": [6.28, 6.27], "de_lowest_kcal_mol": 53.1}



{"formula": "C33H22F4N6OOs", "method": "wB97M-V/def2-TZVPD", "species": ["Os", "N", "C", "C", "C", "C", "C", "C", "C", "C", "C", "H", "H", "H", "H", "C", "C", "C", "C", "C", "C", "C", "C", "N", "H", "H", "H", "H", "H", "H", "H", "H", "H", "C", "C", "C", "C", "O", "H", "H", "H", "H", "H", "H", "H", "H", "H", "F", "C", "C", "F", "C", "C", "C", "F", "C", "C", "C", "N", "C", "N", "F", "C", "C", "N", "C", "N"], "xyz": [[-0.0654, 0.3316, 0.7416], [9.8759, 0.7193, -0.1123], [8.7322, 0.6634, -0.0138], [7.2926, 0.5970, 0.1094], [6.6565, 1.2506, 1.1626], [5.2799, 1.1984, 1.2713], [4.5262, 0.4902, 0.3310], [5.1724, -0.1664, -0.7166], [6.5484, -0.1128, -0.8281], [3.0982, 0.4364, 0.4548], [1.8901, 0.3904, 0.5536], [7.2458, 1.7933, 1.8889], [4.7746, 1.7005, 2.0849], [4.5870, -0.7182, -1.4400], [7.0544, -0.6213, -1.6379], [0.3945, -1.2808, -2.9339], [-0.9512, -1.7904, -2.4938], [-1.6005, -2.7998, -3.1840], [-2.8784, -3.2029, -2.8220], [-3.5384, -2.5874, -1.7635], [-2.9317, -1.5782, -1.0380], [-3.6217, -0.9192, 0.1238], [-1.6181, -1.1990, -1.3982], [-0.9911, -0.2070, -0.6998], [0.9166, -2.0270, -3.5300], [1.0214, -1.0037, -2.0907], [0.2678, -0.3850, -3.5493], [-1.1035, -3.2645, -4.0277], [-3.3695, -3.9954, -3.3742], [-4.5413, -2.9001, -1.4961], [-4.6673, -1.2190, 0.1706], [-3.5729, 0.1679, 0.0491], [-3.1508, -1.2005, 1.0702], [-1.5792, 4.1499, 0.7068], [-0.2313, 3.4745, 0.5379], [0.1515, 3.3779, -0.9297], [0.8457, 4.1805, 1.3387], [-0.3499, 2.1385, 1.0775], [-1.5285, 5.1819, 0.3553], [-1.8714, 4.1509, 1.7582], [-2.3440, 3.6221, 0.1329], [0.2348, 4.3735, -1.3669], [-0.6044, 2.8144, -1.4818], [1.1099, 2.8648, -1.0351], [0.9660, 5.2037, 0.9796], [1.7970, 3.6561, 1.2334], [0.5759, 4.2087, 2.3953], [-1.1252, -6.3915, 3.0617], [-0.9032, -6.2425, 1.7566], [-1.2971, -7.2562, 0.9191], [-1.8601, -8.3283, 1.4687], [-1.1706, -7.1744, -0.4811], [-0.5648, -5.9923, -0.9450], [-0.1618, -4.9934, -0.0984], [0.4514, -3.9300, -0.6328], [-0.3360, -5.0559, 1.2826], [0.0257, -3.9475, 2.1604], [-0.0209, -2.6600, 1.6983], [-0.0568, -1.5609, 1.3078], [0.3703, -4.1179, 3.5372], [0.6584, -4.2159, 4.6486], [-0.3395, -5.8296, -2.2484], [-1.6369, -8.1981, -1.3638], [-1.6307, -8.0565, -2.7832], [-1.6743, -7.9843, -3.9334], [-2.1812, -9.4360, -0.9138], [-2.6117, -10.4642, -0.6174]], "atomic_forces_ev_per_a": [[-0.16, 0.05, -0.66], [-0.09, 0.00, 0.00], [-0.19, -0.02, 0.03], [0.24, 0.05, 0.01], [0.00, 0.02, 0.03], [0.02, 0.00, 0.00], [-0.17, 0.03, 0.14], [-0.02, -0.05, -0.08], [0.02, -0.05, -0.08], [0.37, 0.02, -0.17], [-0.33, -0.01, 0.01], [-0.02, 0.01, -0.01], [0.02, 0.00, 0.00], [0.02, 0.01, 0.01], [-0.02, 0.01, 0.01], [-0.14, -0.06, -0.01], [0.04, 0.20, 0.01], [-0.03, -0.03, -0.05], [-0.02, -0.01, 0.03], [-0.02, -0.10, -0.07], [0.16, 0.08, 0.15], [0.05, -0.06, -0.02], [0.00, -0.28, -0.18], [0.37, 0.49, 0.57], [-0.03, -0.02, -0.01], [0.07, -0.02, 0.10], [0.02, -0.02, 0.03], [-0.01, -0.03, 0.05], [0.02, 0.03, 0.01], [0.03, 0.01, -0.01], [0.01, 0.01, -0.01], [-0.02, 0.02, -0.01], [0.00, 0.00, -0.02], [-0.15, -0.07, 0.08], [0.05, -0.11, -0.23], [0.00, -0.16, -0.05], [0.09, -0.02, 0.11], [-0.12, 0.21, 0.20], [-0.01, -0.03, 0.01], [0.00, 0.03, -0.04], [0.03, 0.04, 0.02], [0.00, -0.01, 0.00], [0.02, 0.04, 0.00], [-0.01, 0.04, -0.02], [0.01, -0.01, 0.01], [-0.01, 0.02, 0.00], [0.01, 0.01, -0.02], [0.00, 0.01, 0.00], [-0.04, 0.00, 0.12], [-0.06, -0.11, 0.06], [0.01, 0.02, -0.03], [-0.06, -0.13, -0.11], [0.03, 0.02, -0.21], [0.09, 0.13, -0.15], [-0.02, 0.05, -0.03], [-0.05, 0.11, 0.29], [-0.06, 0.04, 0.08], [0.15, -0.30, 0.00], [-0.11, -0.22, 0.17], [-0.04, 0.03, -0.15], [0.00, 0.01, -0.12], [0.00, 0.00, 0.05], [-0.06, -0.11, -0.12], [-0.03, -0.01, 0.19], [0.01, -0.02, 0.11], [0.12, 0.12, -0.04], [0.02, 0.12, -0.04]], "mol_weight_g_mol": 784.80, "spin_multiplicity": 5, "lumo_energy_ev": [-1.268, -3.263], "homo_lumo_gap_ev": [6.85, 5.43], "de_lowest_kcal_mol": 1.8}